This record from the Open Molecules 2025 dataset describes a molecular structure, C38H83F2N2O28S2Zn. The level of theory is wB97M-V/def2-TZVPD.

Element x y z (Å)
1 Zn 1.87421 1.84924 0.71714
2 N 0.69161 0.86318 -0.54440
3 S -0.13292 1.37137 -1.84064
4 O -1.54439 1.44847 -1.70547
5 O 0.39752 0.95227 -3.08422
6 F 0.24288 2.92177 -1.77051
7 S 0.08316 -0.70273 -0.50955
8 O 0.41812 -1.52534 -1.57376
9 O -1.17905 -0.77546 0.10110
10 F 1.06749 -1.23002 0.62234
11 C 0.33973 4.71868 0.71146
12 O 0.42469 3.31425 0.97495
13 C -0.62897 2.79404 1.77587
14 C -0.05567 1.95061 2.88912
15 O 0.91527 1.08629 2.31113
16 C 1.39543 0.06882 3.21877
17 C 2.07890 0.60273 4.43069
18 O 3.06502 1.50179 4.07507
19 C 3.81765 1.85413 5.18690
20 H 0.19523 5.26291 1.64413
21 H -0.45809 4.94683 0.00330
22 H 1.28979 5.00417 0.27234
23 H -1.26397 2.18452 1.11422
24 H -1.31916 3.57545 2.09302
25 H -0.92905 1.45672 3.32066
26 H 0.40240 2.63582 3.60496
27 H 2.12761 -0.56572 2.68750
28 H 0.63884 -0.68911 3.46272
29 H 2.43381 -0.20296 5.07915
30 H 1.36020 1.12624 5.09949
31 H 3.20369 2.28208 5.99392
32 H 4.54679 2.61665 4.94103
33 H 4.30802 0.94800 5.55735
34 C 0.14092 4.59324 -4.81807
35 O -1.17666 4.14089 -4.44816
36 C -2.18439 4.83513 -5.16059
37 C -3.53284 4.39220 -4.70940
38 O -3.82435 4.57873 -3.34709
39 C -3.34194 3.56349 -2.56090
40 C -3.89129 3.68765 -1.16213
41 O -3.43441 4.83668 -0.48222
42 C -4.09271 6.01820 -0.83592
43 H 0.35378 4.34023 -5.86278
44 H 0.81919 4.13831 -4.10147
45 H 0.20689 5.69087 -4.72653
46 H -2.11348 4.52129 -6.21760
47 H -2.05601 5.91830 -5.05386
48 H -3.72878 3.33884 -4.97383
49 H -4.32353 4.89197 -5.28258
50 H -2.27093 3.69821 -2.39991
51 H -3.53654 2.55234 -2.92380
52 H -3.43669 2.87862 -0.58653
53 H -4.98908 3.62720 -1.13781
54 H -3.81623 6.79083 -0.12178
55 H -5.18373 5.89434 -0.71587
56 H -3.89408 6.30491 -1.86509
57 C -5.28078 -0.20309 2.58258
58 O -4.08312 -0.85964 2.33559
59 C -3.58146 -1.45308 3.51585
60 C -2.22147 -2.03058 3.30738
61 O -1.39499 -1.70517 4.38741
62 C -1.82481 -2.42707 5.54661
63 C -0.77039 -2.43094 6.64479
64 O -0.33255 -1.12120 6.88914
65 C 0.54709 -1.10195 7.93816
66 H -5.54966 0.38038 1.70918
67 H -5.26288 0.51249 3.42427
68 H -6.04116 -0.94921 2.85399
69 H -4.33776 -2.21211 3.79856
70 H -3.56803 -0.74264 4.35727
71 H -1.77013 -1.68978 2.37067
72 H -2.23096 -3.12058 3.14296
73 H -2.10563 -3.46831 5.32462
74 H -2.74787 -1.92568 5.89003
75 H 0.08770 -2.99347 6.25552
76 H -1.22586 -2.83011 7.55429
77 H 0.01758 -1.08754 8.90758
78 H 1.18797 -0.22410 7.90947
79 H 1.19528 -1.98825 8.00741
80 C 5.99609 -2.97981 5.36492
81 O 5.96369 -4.25168 4.73693
82 C 5.36762 -5.26096 5.50280
83 C 3.95016 -5.01839 5.92488
84 O 3.01334 -5.04287 4.87986
85 C 3.18903 -4.11619 3.83207
86 C 2.19058 -4.41469 2.81974
87 O 2.62213 -5.48821 2.12880
88 C 1.83675 -5.80084 1.00162
89 H 6.73365 -2.40015 4.81151
90 H 6.31773 -3.04764 6.42029
91 H 5.01778 -2.46921 5.34616
92 H 5.99593 -5.34398 6.40919
93 H 5.45934 -6.19374 4.95769
94 H 3.81568 -4.11047 6.53040
95 H 3.64988 -5.85218 6.56157
96 H 4.18274 -4.22025 3.38693
97 H 3.07804 -3.08059 4.20490
98 H 2.02765 -3.54752 2.16010
99 H 1.24190 -4.62506 3.34155
100 H 0.88408 -6.24551 1.35978
101 H 2.32450 -6.53701 0.38128
102 H 1.51358 -4.88375 0.48431
103 C 3.38369 5.38284 -1.68821
104 O 3.52466 4.15104 -2.45454
105 C 3.39424 2.99290 -1.87178
106 O 2.87445 2.79799 -0.73914
107 O 3.83357 2.11343 -2.66045
108 C 3.67921 0.71443 -2.37841
109 H 3.91461 6.14040 -2.24757
110 H 3.88864 5.34443 -0.71078
111 H 2.33352 5.57995 -1.48768
112 H 4.00548 0.41302 -1.38357
113 H 4.20790 0.18503 -3.15826
114 H 2.63645 0.42630 -2.52914
115 C 3.24627 -2.37671 -5.65760
116 O 3.06036 -1.98676 -4.31048
117 C 3.43742 -2.88086 -3.35510
118 O 3.82976 -4.00153 -3.54887
119 O 3.21002 -2.32976 -2.13303
120 C 3.54264 -3.07882 -0.95164
121 H 3.49185 -3.43814 -5.74664
122 H 3.99034 -1.77651 -6.16829
123 H 2.29082 -2.31628 -6.18882
124 H 3.40915 -4.15069 -1.12035
125 H 2.76899 -2.86725 -0.21677
126 H 4.54392 -2.84130 -0.60597
127 C -0.59757 -1.88728 -4.51854
128 O -1.65101 -2.18233 -5.44016
129 C -1.67774 -3.38375 -5.89772
130 O -0.99654 -4.23881 -5.56288
131 O -2.59375 -3.44138 -6.81849
132 C -3.00570 -4.77193 -7.21272
133 H -0.31554 -0.85875 -4.68891
134 H 0.23237 -2.58351 -4.57938
135 H -1.01836 -1.95874 -3.51632
136 H -2.40169 -5.12691 -8.05241
137 H -4.03289 -4.74194 -7.57745
138 H -2.97603 -5.47375 -6.38280
139 C -4.48426 -0.22428 -1.05966
140 O -5.83273 0.18974 -1.02639
141 C -6.25321 0.82689 -2.07048
142 O -5.65318 0.94821 -3.06825
143 O -7.40862 1.37014 -1.79822
144 C -7.93315 2.19408 -2.77138
145 H -4.32840 -1.04066 -0.37144
146 H -3.84997 0.59910 -0.69788
147 H -4.12215 -0.37460 -2.07586
148 H -7.13704 2.71101 -3.31572
149 H -8.58014 2.92718 -2.31568
150 H -8.46150 1.62279 -3.53497
151 C 1.55266 1.06620 -5.94868
152 C 2.43961 2.02267 -6.58797
153 N 3.14763 2.74904 -7.05737
154 H 2.05800 0.48096 -5.18995
155 H 1.02332 0.41962 -6.64229
156 H 0.78179 1.68789 -5.47337

Calculated values
Spin multiplicity: 1
Net charge: +1
Orbital gap: 7.2149 eV
HOMO: -11.11 eV

=====

This record from the Open Molecules 2025 dataset describes a molecular structure, C30H39GaN2O13P. The level of theory is wB97M-V/def2-TZVPD.

Element x y z (Å)
1 C 2.87417 3.02435 2.03806
2 C 2.74123 1.59485 1.54251
3 O 2.39545 0.78741 2.32324
4 N 3.05505 1.23437 0.20985
5 C 4.09453 2.14165 -0.32340
6 C 1.89078 1.37472 -0.69616
7 C 0.58277 0.72714 -0.19184
8 C -0.53580 1.77550 -0.12447
9 C -1.81415 1.22982 0.52505
10 Ga -3.30382 2.59830 0.28234
11 N -4.71158 2.46669 1.66101
12 C -4.41286 3.23674 2.57518
13 C -4.95183 4.67311 2.60838
14 C -3.46942 2.80695 3.70092
15 P -4.36671 2.49569 -1.81812
16 C -4.47407 4.28354 -2.36933
17 C -3.27012 1.65006 -3.09411
18 H 2.78904 2.99529 3.11366
19 H 2.07301 3.66127 1.67288
20 H 3.84857 3.44346 1.83056
21 H 3.70446 3.15566 -0.42463
22 H 4.28179 1.81238 -1.33827
23 H 4.99079 2.13490 0.28217
24 H 2.16802 0.86848 -1.61558
25 H 1.68435 2.41927 -0.94057
26 H 0.69312 0.16910 0.73170
27 H 0.26344 0.01028 -0.94227
28 H -0.80264 1.98787 -1.16027
29 H -0.21238 2.68648 0.36799
30 H -2.03891 0.23202 0.15120
31 H -1.59773 1.13988 1.59108
32 H -2.65907 4.08685 0.43435
33 H -4.84852 5.06202 1.60703
34 H -4.31110 5.26656 3.26540
35 H -5.98039 4.69398 2.94593
36 H -2.46533 3.08453 3.37395
37 H -3.48320 1.72854 3.76205
38 H -3.68153 3.29535 4.65119
39 H -5.25981 4.44261 -3.09752
40 H -3.52447 4.62506 -2.77947
41 H -4.63723 4.86819 -1.47208
42 H -2.38070 1.23956 -2.63443
43 H -3.02230 2.38908 -3.85508
44 H -3.84961 0.89252 -3.59929
45 C 1.94561 -3.91376 0.57971
46 C 2.66818 -2.81012 0.83347
47 C 3.80621 -2.39354 -0.05519
48 O 4.41924 -1.38263 0.22088
49 C 4.12114 -3.23322 -1.20826
50 C 3.39777 -4.32989 -1.45438
51 C 2.25118 -4.73587 -0.57677
52 O 1.62855 -5.74156 -0.87557
53 O 3.64190 -5.13647 -2.48828
54 O 2.42129 -2.02499 1.86685
55 H 1.12370 -4.22299 1.20964
56 H 4.94983 -2.93354 -1.83440
57 H 2.97261 -5.84727 -2.43182
58 H 3.06697 -1.28649 1.81406
59 C -3.54783 -2.50372 -7.83500
60 C -3.43869 -2.41265 -6.50306
61 C -2.86129 -1.19598 -5.83958
62 O -2.80655 -1.16979 -4.62787
63 C -2.39141 -0.10637 -6.68861
64 C -2.49917 -0.20127 -8.01824
65 C -3.09854 -1.40643 -8.67907
66 O -3.18160 -1.41922 -9.89538
67 O -2.08557 0.76126 -8.84398
68 O -3.83022 -3.38111 -5.68364
69 H -3.96330 -3.37355 -8.32381
70 H -1.96432 0.75841 -6.19976
71 H -2.28229 0.44127 -9.74604
72 H -3.64431 -3.05817 -4.77801
73 C 4.66920 -3.09355 6.46089
74 C 4.01817 -3.81980 7.37564
75 C 2.52173 -3.79797 7.48656
76 O 1.99954 -4.50211 8.33453
77 C 1.77834 -2.93874 6.58346
78 C 2.42613 -2.20384 5.66454
79 C 3.92376 -2.24609 5.53659
80 O 4.45479 -1.57357 4.67429
81 O 1.79790 -1.40713 4.82189
82 O 4.64566 -4.60963 8.24609
83 H 5.74639 -3.10473 6.37197
84 H 0.70256 -2.91918 6.68368
85 H 2.49038 -0.99793 4.26333
86 H 3.94108 -5.01808 8.78784

Calculated values
Spin multiplicity: 1
Net charge: -1
ΔE to the lowest compared entry with this formula, charge and spin: 0.0 kcal per mole
Orbital gap: 3.3426 eV
HOMO: -3.28 eV

=====

Number 1: maximum force 6.85 eV/Å. Number 2: maximum force 3.48 eV/Å.